# 1
{
  "formula": "C20H39NO5",
  "method": "wB97M-V/def2-TZVPD",
  "e_lumo_ev": -0.51,
  "smiles": "[H]/N=C\\C[C@@]1(CCCCCCCCC)OC(=O)O[C@@H]1C=C.CCO.CCO",
  "homo_lumo_gap_ha": 0.311,
  "multiplicity": 1,
  "energy_ev": -33088.23686,
  "symbols": ["H", "N", "C", "C", "C", "C", "C", "C", "C", "C", "C", "C", "C", "C", "O", "C", "O", "O", "C", "C", "C", "H", "H", "H", "H", "H", "H", "H", "H", "H", "H", "H", "H", "H", "H", "H", "H", "H", "H", "H", "H", "H", "H", "H", "H", "H", "H", "C", "C", "O", "H", "H", "H", "H", "H", "H", "C", "C", "O", "H", "H", "H", "H", "H", "H"],
  "positions_angstrom": [[3.93303, -2.55614, -1.84863], [4.32249, -1.67773, -2.24228], [3.32806, -1.09086, -3.00551], [1.82988, -1.81521, -3.16184], [0.68032, -1.07085, -2.23717], [1.09277, -0.99024, -0.62999], [1.52486, 0.53670, -0.14806], [2.25446, 0.57765, 1.32350], [1.24555, 0.84064, 2.58779], [0.31407, -0.43971, 3.01549], [1.00370, -1.48032, 4.07862], [2.56559, -1.86741, 3.76114], [2.72118, -2.92676, 2.50652], [2.83296, -4.50073, 2.95263], [0.04500, 0.17467, -2.78308], [-1.26776, 0.18528, -2.05634], [-1.85179, 1.23030, -1.41572], [-1.87606, -1.15833, -2.06344], [-0.68946, -2.02286, -2.35554], [-0.73020, -3.43961, -1.53140], [-1.72614, -3.60310, -0.39760], [3.46463, -0.08340, -3.59347], [1.54835, -1.90549, -4.29788], [1.97973, -2.93682, -2.79023], [1.93947, -1.78618, -0.40612], [0.08125, -1.22477, -0.04100], [2.34697, 0.90687, -0.93074], [0.63700, 1.29734, -0.23958], [2.99674, 1.51283, 1.29357], [2.93907, -0.36712, 1.41868], [0.51028, 1.72034, 2.29257], [1.85329, 1.17320, 3.53100], [-0.63996, 0.01578, 3.57041], [-0.10441, -1.07336, 2.12552], [0.83746, -1.12130, 5.20312], [0.38621, -2.49680, 3.99560], [2.99802, -2.39567, 4.73737], [3.19111, -0.87753, 3.63663], [3.70510, -2.58539, 1.92180], [1.83670, -2.74184, 1.72763], [1.83847, -5.02814, 2.56145], [3.75924, -4.95618, 2.35680], [2.95824, -4.55854, 4.11789], [-0.89912, -2.30419, -3.48331], [-0.02706, -4.36709, -1.71341], [-2.88296, -3.41245, -0.51956], [-1.32586, -3.89674, 0.68797], [-4.84902, 2.08758, 1.26920], [-4.49809, 3.28596, 0.41188], [-3.09977, 3.52712, 0.46445], [-4.54527, 2.25527, 2.30766], [-5.92453, 1.89097, 1.24302], [-4.31871, 1.19462, 0.92252], [-5.01286, 4.18038, 0.77493], [-4.78700, 3.12081, -0.63062], [-2.65209, 2.73019, 0.13203], [-1.13646, 5.47429, -3.09988], [-2.63027, 5.32577, -3.30174], [-2.95697, 3.96118, -3.51942], [-0.59131, 5.10222, -3.97347], [-0.86746, 6.52147, -2.93520], [-0.80117, 4.88467, -2.24039], [-2.95756, 5.89875, -4.17430], [-3.18200, 5.68375, -2.42711], [-2.66995, 3.46230, -2.73536]]
}

# 2
{
  "formula": "C20H40BeP2Si",
  "method": "wB97M-V/def2-TZVPD",
  "e_lumo_ev": [0.07, 0.24],
  "homo_lumo_gap_ha": [0.185, 0.197],
  "multiplicity": 1,
  "energy_ev": -48232.86207,
  "symbols": ["P", "P", "C", "C", "H", "H", "H", "H", "C", "H", "H", "H", "C", "H", "H", "H", "C", "H", "H", "H", "C", "H", "H", "H", "Be", "C", "C", "C", "C", "C", "C", "C", "C", "C", "H", "H", "H", "H", "H", "H", "H", "H", "H", "H", "H", "H", "H", "H", "H", "C", "Si", "C", "C", "C", "C", "H", "H", "H", "H", "H", "H", "H", "H", "H"],
  "positions_angstrom": [[-0.60792, 2.73405, -1.85220], [2.05681, -0.10036, -2.33344], [1.08663, 2.62150, -2.53699], [1.48604, 1.28617, -3.27954], [1.85434, 2.88461, -1.78740], [1.14316, 3.38918, -3.32504], [0.68243, 0.91171, -3.93613], [2.35435, 1.47490, -3.93918], [3.76375, 0.58221, -1.85924], [4.29955, -0.08192, -1.13549], [3.67195, 1.62932, -1.48156], [4.29071, 0.58893, -2.82996], [2.50713, -1.30457, -3.61658], [3.40105, -0.89693, -4.13895], [1.66021, -1.37400, -4.32755], [2.76559, -2.30507, -3.21034], [-0.92457, 4.54101, -1.71535], [-1.81991, 4.69056, -1.10627], [-1.11756, 4.95801, -2.70813], [-0.08649, 5.08753, -1.27263], [-1.75166, 2.27862, -3.13277], [-1.47127, 1.41292, -3.72715], [-1.85223, 3.11071, -3.83073], [-2.74260, 2.11045, -2.72008], [-2.66128, -1.36772, -0.18947], [1.78576, -1.27972, -0.08548], [2.12119, -0.19099, 0.67263], [1.65769, 1.18229, 0.20524], [0.53789, 1.97905, 0.85555], [-0.66048, 2.13503, -0.11069], [-1.29697, 0.88228, -0.50974], [-0.70807, -0.30523, -1.29941], [0.26312, -1.36652, -0.89053], [-3.38285, 0.02850, 2.03420], [2.06415, -2.29987, 0.24101], [2.80948, -0.21840, 1.50229], [1.23057, 0.92067, -0.78809], [2.53643, 1.80990, 0.06891], [0.22730, 1.49056, 1.78858], [0.89030, 2.98339, 1.12413], [-1.39700, 2.76754, 0.40834], [-2.36109, 1.03309, -0.82194], [-0.30369, 0.31705, -2.16033], [-1.54122, -0.67130, -1.98039], [-0.30354, -2.29006, -0.69462], [0.68125, -1.75377, -1.83629], [-4.35809, -0.49789, 2.14732], [-3.46751, 0.81469, 1.24631], [-3.10565, 0.49716, 3.01008], [0.68140, -2.68997, 4.59960], [-1.06326, -2.88043, 3.92687], [-1.20613, -4.62205, 3.23124], [-2.25870, -2.74829, 5.42104], [-1.61849, -1.76198, 2.45989], [-2.33061, -1.05893, 1.61998], [0.71570, -2.95056, 5.66827], [1.07313, -1.67260, 4.48273], [1.35103, -3.38687, 4.07915], [-1.75473, -5.29914, 3.90145], [-1.75497, -4.52619, 2.28570], [-0.21061, -5.04572, 3.03633], [-2.01073, -1.89987, 6.08575], [-3.28669, -2.61312, 5.04074], [-2.23349, -3.67352, 6.02636]]
}

# 3
{
  "formula": "C20H40BiO5PS4SiTe",
  "method": "wB97M-V/def2-TZVPD",
  "e_lumo_ev": [2.57, 2.57],
  "homo_lumo_gap_ha": [0.158, 0.250],
  "charge": -1,
  "s2": 0.75,
  "e_above_lowest_kcal_mol": 10.35,
  "multiplicity": 2,
  "energy_ev": -105274.71400,
  "symbols": ["Bi", "C", "C", "O", "P", "S", "S", "O", "C", "C", "H", "H", "H", "H", "H", "H", "H", "H", "H", "H", "C", "C", "C", "C", "O", "Si", "S", "O", "C", "C", "C", "C", "O", "C", "C", "C", "C", "H", "H", "H", "H", "H", "H", "H", "H", "H", "H", "H", "H", "H", "H", "H", "H", "H", "H", "H", "H", "H", "H", "H", "H", "H", "H", "H", "Te", "C", "C", "C", "C", "S", "H", "H", "H"],
  "positions_angstrom": [[1.10936, -1.58115, 0.68837], [-3.37059, -5.12976, 2.43700], [-2.84886, -4.15072, 3.48879], [-1.40672, -3.99277, 3.40839], [-0.92497, -2.39414, 3.25741], [1.08049, -2.63485, 3.25754], [-1.73872, -1.41913, 1.68057], [-1.33727, -1.56741, 4.58716], [-0.25858, -1.30319, 5.61834], [-0.84383, -0.33711, 6.60633], [-4.47902, -5.14272, 2.57656], [-3.00163, -6.13946, 2.48165], [-3.13803, -4.74056, 1.47353], [-3.10444, -4.54944, 4.49816], [-3.30128, -3.17541, 3.34320], [0.60515, -0.88680, 5.10380], [-0.05596, -2.30526, 6.11426], [-1.32495, 0.51705, 6.08313], [-0.11710, 0.09258, 7.32241], [-1.67207, -0.75480, 7.18399], [0.00327, 0.36909, -3.82683], [-0.42705, -0.58517, -2.76289], [-1.93425, -0.44104, -2.58321], [0.08823, -2.00389, -3.09602], [0.22994, -0.15601, -1.52808], [0.33550, 1.40735, -0.90925], [1.36223, 1.02321, 1.00501], [-1.15858, 1.88855, -0.78337], [-2.15011, 2.57091, 0.01291], [-1.72643, 2.58058, 1.44838], [-3.40407, 1.67604, -0.12056], [-2.35412, 3.95353, -0.52819], [1.22031, 2.46015, -1.71483], [2.36026, 3.39036, -1.59234], [2.61562, 3.96094, -2.96823], [1.87752, 4.51785, -0.71065], [3.56467, 2.67730, -1.14159], [-0.18611, 0.03536, -4.84050], [1.08571, 0.56037, -3.76665], [-0.51299, 1.30499, -3.82397], [-2.56146, -0.68137, -3.43905], [-2.14239, 0.60167, -2.36075], [-2.28901, -1.02139, -1.76936], [-0.38567, -2.42573, -3.97344], [-0.12762, -2.66403, -2.23254], [1.22484, -2.00033, -3.23393], [-1.64170, 1.52443, 1.75907], [-2.44280, 3.07306, 2.00492], [-0.85690, 3.21702, 1.70046], [-3.16125, 0.66560, 0.19167], [-3.83685, 1.75550, -1.14665], [-4.14441, 1.99993, 0.54028], [-1.44570, 4.58739, -0.52507], [-2.98243, 4.42971, 0.22269], [-2.88475, 4.04459, -1.49248], [1.73085, 4.30543, -3.41326], [3.08198, 3.22977, -3.68183], [3.29729, 4.76285, -2.79521], [1.05636, 4.89157, -1.24979], [2.64492, 5.30330, -0.69051], [1.62363, 4.10174, 0.29574], [3.66511, 1.72297, -1.59556], [3.51357, 2.46329, -0.06531], [4.48567, 3.22639, -1.32100], [3.97784, -1.94241, 0.88602], [4.02353, -2.83538, -1.03047], [3.42656, -2.49328, -2.22963], [3.37126, -3.63623, -3.09360], [4.08788, -4.70405, -2.59440], [4.77080, -4.39937, -1.05007], [3.04705, -1.47016, -2.31730], [2.81480, -3.67854, -4.01906], [4.29846, -5.54939, -3.26031]]
}

# 4
{
  "formula": "C20H40Cl20",
  "method": "wB97M-V/def2-TZVPD",
  "e_lumo_ev": 0.17,
  "smiles": "ClCCCl.ClCCCl.ClCCCl.ClCCCl.ClCCCl.ClCCCl.ClCCCl.ClCCCl.ClCCCl.ClCCCl",
  "homo_lumo_gap_ha": 0.386,
  "e_above_lowest_kcal_mol": 28.65,
  "multiplicity": 1,
  "energy_ev": -271839.31176,
  "symbols": ["Cl", "C", "C", "Cl", "H", "H", "H", "H", "Cl", "C", "C", "Cl", "H", "H", "H", "H", "Cl", "C", "C", "Cl", "H", "H", "H", "H", "Cl", "C", "C", "Cl", "H", "H", "H", "H", "Cl", "C", "C", "Cl", "H", "H", "H", "H", "Cl", "C", "C", "Cl", "H", "H", "H", "H", "Cl", "C", "C", "Cl", "H", "H", "H", "H", "Cl", "C", "C", "Cl", "H", "H", "H", "H", "Cl", "C", "C", "Cl", "H", "H", "H", "H", "Cl", "C", "C", "Cl", "H", "H", "H", "H"],
  "positions_angstrom": [[-1.64125, 0.62708, -6.37374], [0.15042, 0.74818, -6.06517], [0.46834, 0.78071, -4.57692], [0.01007, 2.21315, -3.75971], [0.46935, 1.69044, -6.61169], [0.54874, -0.15959, -6.49245], [1.54054, 0.66550, -4.47443], [0.00131, -0.04163, -4.04922], [3.69134, 5.39838, 1.84070], [1.97429, 5.01739, 2.40527], [1.34727, 3.87271, 1.67842], [0.70155, 4.52729, 0.15462], [1.42386, 5.92749, 2.37617], [2.08840, 4.78878, 3.45525], [0.52267, 3.49299, 2.25122], [2.10162, 3.11995, 1.45394], [-4.30052, 4.24708, 0.30434], [-4.26054, 3.54285, -1.36446], [-2.88870, 3.63084, -1.97129], [-2.40211, 5.29515, -2.35967], [-4.91079, 4.15756, -1.98332], [-4.66758, 2.59249, -1.28770], [-3.00753, 3.16029, -2.96478], [-2.09427, 3.02107, -1.48825], [2.95659, 1.33308, -0.40233], [4.57783, 1.52532, 0.27996], [4.69715, 0.68576, 1.55652], [3.55492, 1.15004, 2.78889], [4.68408, 2.56409, 0.50114], [5.30138, 1.20578, -0.43095], [5.74425, 0.66791, 1.83254], [4.42394, -0.37843, 1.32987], [0.31400, -3.69301, 0.47733], [1.01258, -4.73146, 1.75018], [1.07809, -3.97252, 3.04587], [2.30260, -2.65091, 2.94164], [2.02388, -5.03789, 1.42854], [0.45718, -5.69987, 1.82227], [1.31121, -4.53623, 3.93300], [0.15235, -3.45800, 3.20834], [4.77137, -2.29825, -0.49833], [3.69122, -1.96499, -1.81373], [4.35562, -1.05238, -2.93339], [5.94628, -1.65990, -3.61986], [2.83384, -1.40744, -1.44491], [3.30047, -2.96958, -2.19223], [4.61598, -0.08509, -2.53830], [3.65563, -0.82559, -3.72733], [-3.60723, 1.74357, 4.18331], [-1.88644, 2.03311, 4.42403], [-1.18173, 0.70283, 4.43321], [0.56811, 0.92149, 4.67592], [-1.78644, 2.45237, 5.40993], [-1.48409, 2.60141, 3.63219], [-1.44966, 0.09464, 3.52029], [-1.41961, 0.04312, 5.26166], [-3.71240, -3.78783, -2.60439], [-2.16785, -4.13556, -1.82549], [-1.06513, -4.44242, -2.80889], [-0.55021, -2.99745, -3.67083], [-2.32160, -4.94278, -1.11300], [-1.84077, -3.21680, -1.37173], [-1.28319, -5.15309, -3.64436], [-0.16575, -4.86430, -2.37683], [-1.92584, 1.28742, 1.02386], [-0.19893, 0.95461, 1.11176], [0.10349, -0.49741, 0.88268], [-0.30630, -0.88904, -0.86334], [0.18733, 1.32226, 2.05284], [0.15269, 1.53687, 0.28343], [-0.51413, -1.18487, 1.49050], [1.16743, -0.79254, 0.98152], [-3.00813, -2.40624, 2.33848], [-4.20438, -1.33741, 1.46934], [-5.27511, -2.13061, 0.86359], [-6.45506, -0.94329, 0.25649], [-3.75212, -0.80991, 0.67457], [-4.49611, -0.65828, 2.25835], [-5.85149, -2.75303, 1.59463], [-4.89823, -2.77747, 0.06442]]
}